Entry 1:
# C4H5FN2

The molecule C4H5FN2 (ωB97M-V/def2-TZVPD, the OMol25 dataset).

Properties
Energy above the lowest of the compared OMol25 structures with the same formula, charge and spin, kcal per mole: 52.23
Total charge: 0
Kohn-Sham gap, eV: 9.7891

Last column: natural (NBO) charge in e.
Cartesian coordinates (Å):
C1 -0.380 0.191 -1.658  0.044
C2 -0.175 0.177 -0.259  -0.199
C3 -0.634 0.883 0.790  -0.066
C4 0.838 -0.658 0.369  -0.067
H1 0.516 0.023 -2.431  0.185
H2 -0.906 -0.812 -1.762  0.180
H3 -1.461 1.643 0.926  0.232
H4 1.323 -1.036 2.327  0.410
H5 1.421 -1.557 -0.029  0.205
N1 -0.120 0.411 1.991  -0.269
N2 0.638 -0.625 1.711  -0.304
F1 -1.060 1.360 -1.975  -0.352

---

Entry 2:
# C3H7NOS

A structure of composition C3H7NOS (ωB97M-V/def2-TZVPD, the OMol25 dataset).

Properties
Energy above the lowest of the compared OMol25 structures with the same formula, charge and spin, kcal per mole: 117.17
Total charge: 0
Kohn-Sham gap (spin up / spin down), eV: 8.0907 / 8.0901

Last column: natural (NBO) charge in e.
Cartesian coordinates (Å):
C1 -1.207 0.207 0.112  0.017
C2 -0.666 1.442 0.662  -0.758
C3 0.658 -1.463 0.565  -0.462
N1 0.174 -0.853 -0.555  -0.181
O1 1.074 0.106 -1.045  -0.589
S1 -2.674 -0.373 -0.160  0.110
H1 -0.816 1.342 1.818  0.255
H2 -1.072 2.321 0.349  0.247
H3 0.467 1.416 0.616  0.258
H4 1.648 -1.078 0.790  0.209
H5 -0.046 -1.312 1.479  0.201
H6 0.743 -2.566 0.306  0.210
H7 0.672 0.189 -1.997  0.485

---

Entry 3:
# C17H15N3PtSbSe4

A structure of composition C17H15N3PtSbSe4 (ωB97M-V/def2-TZVPD, the OMol25 dataset).

Properties
Energy above the lowest of the compared OMol25 structures with the same formula, charge and spin, kcal per mole: 0.00
Total charge: -1
Kohn-Sham gap (spin up / spin down), eV: 3.9852 / 3.9741

Last column: natural (NBO) charge in e.
Cartesian coordinates (Å):
Pt1 -0.002 -0.299 -0.610  0.787
C1 1.911 -2.229 -2.630  -0.665
C2 2.315 -2.275 -1.192  0.265
C3 3.390 -3.045 -0.791  -0.240
C4 3.835 -2.985 0.537  -0.169
C5 3.225 -2.111 1.394  -0.222
C6 2.137 -1.335 0.951  0.181
N1 1.645 -1.495 -0.335  -0.439
C7 1.542 -0.287 1.712  0.167
C8 1.716 -0.026 3.074  -0.193
C9 0.979 0.971 3.676  -0.184
C10 0.004 1.656 2.940  -0.207
C11 -0.152 1.372 1.595  0.268
N2 0.698 0.518 0.984  -0.456
C12 -1.197 1.877 0.719  0.147
C13 -2.119 2.844 1.109  -0.224
C14 -3.077 3.264 0.210  -0.155
C15 -3.005 2.812 -1.098  -0.218
C16 -2.013 1.911 -1.466  0.309
C17 -1.798 1.613 -2.909  -0.684
N3 -1.203 1.362 -0.548  -0.460
H1 1.128 -2.958 -2.846  0.269
H2 2.761 -2.421 -3.282  0.206
H3 1.496 -1.241 -2.848  0.254
H4 3.902 -3.662 -1.511  0.217
H5 4.685 -3.576 0.848  0.214
H6 3.574 -1.989 2.408  0.216
H7 2.380 -0.645 3.656  0.215
H8 1.094 1.177 4.730  0.216
H9 -0.661 2.344 3.432  0.220
H10 -2.088 3.229 2.115  0.209
H11 -3.845 3.964 0.502  0.213
H12 -3.726 3.131 -1.834  0.237
H13 -2.552 0.912 -3.268  0.299
H14 -0.811 1.187 -3.085  0.239
H15 -1.915 2.527 -3.485  0.205
Se1 -4.979 -0.105 -2.275  -0.946
Sb1 -3.619 -1.818 -1.193  0.715
Se2 -3.128 -0.702 1.266  -0.397
Se3 -1.261 -1.579 -2.282  -0.752
Se4 -1.267 -1.885 1.630  -0.657

---

Entry 4:
# C15H38BrN5O4PS2

A cluster of 3 separate species, C15H38BrN5O4PS2 in total (ωB97M-V/def2-TZVPD, the OMol25 dataset).

Properties
Total charge: +1
Kohn-Sham gap, eV: 7.6468

Last column: natural (NBO) charge in e.
Cartesian coordinates (Å):
S1 4.497 -1.972 -5.149  -0.440
P1 4.460 -1.089 -3.459  0.969
N1 3.484 -1.879 -2.241  -0.863
C1 2.204 -2.213 -2.407  0.715
N2 1.493 -2.926 -1.494  -0.587
C2 0.167 -3.198 -2.074  -0.217
S2 0.068 -4.738 -3.009  0.052
C3 0.044 -1.930 -2.960  -0.152
Br1 -1.288 -1.888 -4.283  0.148
N3 1.458 -1.921 -3.512  -0.581
H1 3.916 0.198 -3.479  -0.007
H2 5.688 -1.058 -2.800  -0.003
H3 3.888 -2.123 -1.349  0.443
H4 1.585 -2.722 -0.509  0.449
H5 -0.584 -3.234 -1.292  0.263
H6 1.297 -4.691 -3.531  0.135
H7 -0.015 -1.055 -2.312  0.226
H8 1.694 -1.014 -3.904  0.431
C4 -2.383 3.717 -1.059  -0.244
O1 -1.161 4.422 -1.122  -0.554
C5 -0.505 4.615 0.124  -0.071
C6 0.750 3.777 0.220  -0.245
N4 0.434 2.355 0.309  -0.622
C7 1.560 1.454 0.133  -0.249
C8 2.336 1.518 -1.173  -0.081
O2 1.641 1.049 -2.324  -0.598
C9 0.725 1.973 -2.913  -0.255
H9 -2.883 3.851 -2.016  0.201
H10 -2.240 2.641 -0.893  0.142
H11 -3.030 4.107 -0.269  0.181
H12 -1.183 4.410 0.957  0.181
H13 -0.216 5.667 0.177  0.197
H14 1.307 4.073 1.113  0.203
H15 1.369 4.020 -0.654  0.165
H16 -0.277 2.135 -0.376  0.351
H17 1.184 0.431 0.246  0.187
H18 2.267 1.619 0.952  0.206
H19 3.202 0.854 -1.067  0.168
H20 2.736 2.518 -1.366  0.184
H21 1.077 3.000 -2.814  0.196
H22 -0.272 1.888 -2.477  0.173
H23 0.649 1.728 -3.972  0.193
C10 -0.945 -3.648 1.628  -0.250
O3 -0.525 -2.319 1.350  -0.577
C11 -1.520 -1.487 0.754  -0.060
C12 -2.091 -0.453 1.694  -0.252
N5 -2.926 -1.064 2.714  -0.621
C13 -3.324 -0.168 3.799  -0.252
C14 -2.242 0.500 4.639  -0.085
O4 -1.520 -0.371 5.483  -0.536
C15 -0.469 -1.088 4.878  -0.243
H24 -0.053 -4.230 1.853  0.197
H25 -1.612 -3.698 2.491  0.181
H26 -1.454 -4.095 0.768  0.166
H27 -2.322 -2.096 0.322  0.182
H28 -1.011 -0.964 -0.067  0.157
H29 -2.701 0.240 1.107  0.197
H30 -1.254 0.119 2.111  0.179
H31 -2.445 -1.860 3.108  0.350
H32 -3.954 -0.746 4.475  0.213
H33 -3.956 0.618 3.374  0.194
H34 -2.749 1.198 5.308  0.201
H35 -1.550 1.099 4.030  0.159
H36 0.028 -0.498 4.100  0.162
H37 -0.808 -2.037 4.447  0.151
H38 0.258 -1.321 5.656  0.196

---

Entry 5:
# C20H17N3O4Pt

A structure of composition C20H17N3O4Pt (ωB97M-V/def2-TZVPD, the OMol25 dataset).

Properties
Energy above the lowest of the compared OMol25 structures with the same formula, charge and spin, kcal per mole: 26.61
Total charge: -1
Kohn-Sham gap (spin up / spin down), eV: 5.3179 / 5.1607
Multiplicity: 2
<S²>: 0.7621

Last column: Löwdin spin population.
Cartesian coordinates (Å):
Pt1 -0.005 0.292 -0.876  0.780
C1 -2.056 3.531 -2.417  0.000
O1 -2.469 4.255 -1.266  0.000
C2 -2.141 3.770 -0.025  0.000
C3 -2.931 4.211 1.013  0.000
C4 -2.695 3.810 2.333  0.002
C5 -1.665 2.930 2.582  -0.001
C6 -0.849 2.454 1.549  0.004
C7 0.205 1.505 1.890  0.002
N1 0.846 0.812 1.040  0.107
N2 1.899 0.035 1.470  0.012
C8 2.392 -0.643 0.462  0.004
O2 1.971 -0.673 -0.740  0.034
C9 3.626 -1.438 0.771  0.001
C10 4.499 -1.763 -0.260  0.000
C11 5.677 -2.452 0.001  0.000
C12 5.983 -2.844 1.297  0.000
C13 5.100 -2.545 2.328  0.000
C14 3.930 -1.843 2.066  0.001
C15 -1.019 2.914 0.198  0.002
O3 -0.175 2.628 -0.734  0.037
H1 -2.621 3.966 -3.242  0.000
H2 -2.296 2.469 -2.326  0.000
H3 -0.989 3.625 -2.597  0.000
H4 -3.748 4.884 0.773  0.000
H5 -3.326 4.173 3.136  0.000
H6 -1.473 2.592 3.597  0.000
H7 0.456 1.374 2.948  0.005
H8 4.236 -1.459 -1.265  0.000
H9 6.359 -2.684 -0.808  0.000
H10 6.903 -3.379 1.505  0.000
H11 5.326 -2.861 3.340  0.000
H12 3.238 -1.593 2.859  0.001
O4 -2.162 0.027 -1.320  0.032
N3 -2.399 -1.219 -1.521  0.002
C16 -2.357 -1.736 -2.767  -0.005
C17 -2.647 -3.062 -2.989  0.000
C18 -2.993 -3.888 -1.931  -0.011
C19 -3.034 -3.332 -0.665  0.001
C20 -2.734 -1.999 -0.477  -0.011
H13 -2.056 -1.030 -3.524  0.002
H14 -2.590 -3.446 -3.998  0.000
H15 -3.208 -4.936 -2.086  -0.001
H16 -3.296 -3.934 0.195  0.000
H17 -2.713 -1.496 0.477  -0.001

---

Entry 6:
# C9H22NO7P2

The ion C9H22NO7P2 with charge -1 (ωB97M-V/def2-TZVPD, the OMol25 dataset).

Properties
Energy above the lowest of the compared OMol25 structures with the same formula, charge and spin, kcal per mole: 0.56
Total charge: -1
Kohn-Sham gap, eV: 8.5440

Last column: natural (NBO) charge in e.
Cartesian coordinates (Å):
C1 -4.249 -2.045 -0.622  -0.600
C2 -3.661 -0.778 -0.014  -0.407
C3 -3.530 0.338 -1.048  -0.390
C4 -2.856 1.591 -0.489  -0.395
H1 -3.307 1.846 0.472  0.189
C5 -1.337 1.453 -0.334  -0.219
N1 -0.963 0.492 0.690  -0.461
C6 -0.968 1.070 2.016  -0.412
H2 -1.973 1.422 2.250  0.188
H3 -0.272 1.915 2.123  0.171
H4 -0.696 0.303 2.740  0.198
C7 0.266 -0.228 0.396  -0.209
C8 1.547 0.614 0.391  -0.461
C9 2.657 0.013 -0.440  -0.465
O1 2.278 -0.092 -1.794  -0.731
H5 2.877 -0.746 -2.182  0.492
H6 1.342 1.600 -0.036  0.226
H7 1.929 0.755 1.405  0.233
H8 0.148 -0.691 -0.587  0.214
H9 0.354 -1.025 1.141  0.180
H10 -0.921 1.118 -1.286  0.205
H11 -0.918 2.451 -0.122  0.171
H12 -3.039 2.426 -1.172  0.199
H13 -4.527 0.602 -1.417  0.188
H14 -2.950 -0.027 -1.898  0.193
H15 -4.302 -0.436 0.803  0.181
H16 -2.673 -0.983 0.398  0.238
H17 -5.233 -1.850 -1.047  0.188
H18 -4.349 -2.822 0.133  0.201
H19 -3.604 -2.419 -1.414  0.200
P1 4.115 1.164 -0.275  2.336
O2 3.899 2.584 -0.551  -1.113
O3 4.626 0.931 1.223  -1.030
H20 4.473 -0.006 1.494  0.526
O4 5.228 0.540 -1.231  -1.025
H21 5.166 -0.445 -1.178  0.526
P2 3.368 -1.617 0.110  2.325
O5 4.411 -1.949 -0.910  -1.172
O6 3.737 -1.557 1.563  -1.172
O7 2.148 -2.690 -0.081  -0.997
H22 1.758 -2.822 0.780  0.490